1.
Entry from OMol25: a molecular structure, C28H61NPRhSi4Te4 at a distorted geometry (wB97M-V/def2-TZVPD).

## Properties
Electronic energy   -104498.9749 eV
<S²>   6.071
Spin multiplicity   5
HOMO level (spin up / spin down)   -0.4 / -1.2 eV
Energy above the lowest of the compared OMol25 structures with the same formula, charge and spin   9.5 kcal/mol
Net charge   -2

```
100
C28H61NPRhSi4Te4, DFT wB97M-V/def2-TZVPD
Rh -0.428 0.111 -0.358
Te 0.294 0.373 2.142
Te 1.858 1.491 4.030
Te 4.480 -0.313 1.246
Te 1.972 -0.468 0.196
C -0.192 -3.865 -2.780
Si -0.112 -3.903 -0.903
C -0.889 -5.574 -0.434
C 1.679 -4.074 -0.425
Si -1.242 -2.103 0.018
Si -3.266 -2.124 -1.143
C -4.013 -3.826 -1.513
C -3.201 -1.255 -2.805
C -4.541 -1.204 -0.126
Si -1.859 -2.875 2.119
C -3.152 -4.260 2.071
C -2.661 -1.571 3.188
C -0.389 -3.573 3.035
H 0.335 -4.740 -3.188
H 0.262 -2.958 -3.194
H -1.234 -3.902 -3.125
H -0.365 -6.381 -0.971
H -1.954 -5.625 -0.686
H -0.789 -5.767 0.643
H 1.989 -5.104 -0.653
H 1.844 -3.884 0.642
H 2.326 -3.383 -0.971
H -3.400 -4.392 -2.225
H -5.010 -3.689 -1.957
H -4.119 -4.432 -0.607
H -2.496 -1.738 -3.491
H -2.892 -0.209 -2.690
H -4.201 -1.277 -3.259
H -4.823 -1.773 0.770
H -5.448 -1.009 -0.717
H -4.112 -0.246 0.192
H -4.124 -3.865 1.752
H -3.273 -4.684 3.081
H -2.878 -5.070 1.389
H -3.481 -1.071 2.656
H -1.950 -0.805 3.505
H -3.075 -2.055 4.086
H 0.044 -4.426 2.493
H -0.696 -3.920 4.033
H 0.394 -2.816 3.153
C 0.280 -0.186 -2.488
C 0.735 1.042 -3.171
C -0.148 1.829 -3.917
C 0.274 2.969 -4.595
C 1.600 3.386 -4.530
C 2.493 2.618 -3.791
C 2.073 1.461 -3.137
H 1.038 -0.955 -2.495
H -0.633 -0.578 -2.921
H -1.185 1.517 -3.967
H -0.444 3.549 -5.162
H 1.927 4.284 -5.042
H 3.533 2.920 -3.720
H 2.791 0.880 -2.571
C -2.606 4.053 -2.475
C -3.501 3.609 -1.319
C -4.269 2.382 -1.851
C -4.496 4.738 -1.025
P -2.397 3.005 0.106
N -1.800 1.623 -0.245
C -3.520 2.978 1.639
C -4.837 2.267 1.297
C -3.847 4.326 2.293
C -2.867 2.059 2.684
C -1.053 4.306 0.393
C -0.412 4.089 1.769
C 0.079 4.055 -0.623
C -1.482 5.777 0.296
H -3.222 4.126 -3.382
H -1.822 3.327 -2.653
H -2.142 5.025 -2.317
H -4.669 2.627 -2.845
H -5.106 2.095 -1.217
H -3.600 1.523 -1.936
H -5.005 4.997 -1.964
H -4.016 5.646 -0.658
H -5.266 4.451 -0.311
H -5.531 2.884 0.726
H -5.332 1.999 2.238
H -4.655 1.344 0.748
H -4.317 5.038 1.615
H -2.970 4.802 2.728
H -4.553 4.144 3.116
H -2.676 1.080 2.244
H -3.573 1.928 3.516
H -1.932 2.428 3.093
H -0.088 3.063 1.916
H -1.059 4.369 2.600
H 0.484 4.720 1.827
H 0.322 2.997 -0.691
H 0.973 4.590 -0.278
H -0.151 4.407 -1.625
H -2.266 6.045 1.004
H -1.815 6.060 -0.701
H -0.607 6.397 0.530
```

These are the Mulliken partial charges, in e, on atoms 1 to 6: number 1, Rh, carries 1.116; number 2, Te, carries 0.019; number 3, Te, carries -0.502; number 4, Te, carries -0.414; number 5, Te, carries -0.106; number 6, C, carries -0.954



2.
Entry from OMol25: 10 unconnected molecules or ions with the total composition C50H86N2O24 at a distorted geometry (wB97M-V/def2-TZVPD).

## Properties
Electronic energy   -105357.7956 eV
HOMO level   0.7 eV
Energy above the lowest of the compared OMol25 structures with the same formula, charge and spin   14.5 kcal/mol
Net charge   -2

```
162
C50H86N2O24, DFT wB97M-V/def2-TZVPD
C -3.378 0.622 1.169
C -2.366 -0.404 0.594
C -1.624 0.249 -0.620
C -0.500 1.284 -0.321
C 0.344 0.565 0.733
C -0.337 0.041 1.998
N -1.374 -0.881 1.570
O -1.909 -1.648 2.604
C -0.808 1.247 2.851
C 0.840 -0.622 2.789
C -3.171 -1.544 -0.007
H -2.796 1.509 1.415
H -3.958 0.202 1.990
H -4.088 0.922 0.388
H -2.385 0.780 -1.209
H -1.264 -0.557 -1.257
H -0.821 2.275 0.011
H 0.190 1.522 -1.135
H 1.165 1.187 1.108
H 0.664 -0.324 0.183
H -0.019 1.551 3.555
H -1.566 0.844 3.532
H -1.006 2.205 2.359
H 1.722 -0.019 3.049
H 1.284 -1.337 2.090
H 0.613 -1.055 3.762
H -2.491 -2.235 -0.513
H -3.854 -1.058 -0.714
H -3.770 -2.217 0.607
C 4.568 -0.285 -1.328
C 5.457 -1.427 -1.898
C 6.931 -0.970 -1.693
C 7.940 -2.083 -1.957
C 7.567 -3.309 -1.160
C 6.112 -3.790 -1.314
N 5.183 -2.688 -1.123
O 3.781 -3.065 -1.154
C 6.037 -4.841 -0.216
C 5.922 -4.539 -2.650
C 5.151 -1.369 -3.436
H 3.539 -0.316 -1.689
H 4.928 0.645 -1.790
H 4.550 -0.148 -0.248
H 7.135 -0.536 -0.710
H 7.142 -0.117 -2.350
H 8.950 -1.707 -1.764
H 7.984 -2.376 -3.013
H 7.797 -3.128 -0.103
H 8.274 -4.134 -1.308
H 6.105 -4.306 0.735
H 6.849 -5.573 -0.195
H 5.080 -5.364 -0.257
H 5.208 -5.359 -2.706
H 6.878 -4.988 -2.962
H 5.748 -3.841 -3.471
H 5.906 -1.979 -3.926
H 5.052 -0.300 -3.633
H 4.129 -1.714 -3.585
C -2.440 2.529 -3.880
C -3.925 2.092 -4.034
C -4.687 2.851 -2.962
O -3.989 4.053 -2.768
C -2.696 3.960 -3.354
H -2.035 2.601 -4.891
H -1.849 1.808 -3.324
H -4.009 1.018 -3.860
H -4.278 2.361 -5.030
H -4.827 2.266 -2.048
H -5.647 3.078 -3.439
H -1.917 4.319 -2.678
H -2.769 4.667 -4.187
C -1.572 3.977 5.037
C -1.907 5.322 5.681
C -2.898 5.022 6.818
O -2.520 5.902 7.886
C -1.250 6.310 7.659
O -0.511 6.811 8.453
O -0.862 5.871 6.463
H -0.635 4.024 4.483
H -2.386 3.626 4.402
H -1.435 3.174 5.761
H -2.332 6.060 5.001
H -2.966 4.001 7.193
H -3.938 5.303 6.631
C -5.872 3.278 0.810
C -4.494 3.704 1.379
C -3.454 3.819 0.251
O -3.522 5.245 -0.011
C -3.980 5.889 1.064
O -3.848 7.057 1.282
O -4.551 5.005 1.907
H -6.147 4.034 0.070
H -6.571 3.184 1.639
H -5.809 2.341 0.259
H -4.358 2.993 2.191
H -3.501 3.187 -0.625
H -2.440 3.654 0.625
C 3.718 6.038 2.256
C 2.867 5.296 1.199
C 1.703 4.478 1.804
O 0.783 4.515 0.713
C 0.866 5.797 0.290
O 0.002 6.455 -0.207
O 2.120 6.254 0.412
H 3.309 6.955 2.672
H 4.638 6.287 1.725
H 3.919 5.345 3.073
H 3.443 4.806 0.415
H 1.174 4.912 2.657
H 2.103 3.534 2.174
C -2.829 -0.843 -8.520
C -1.878 -1.332 -7.430
C -0.519 -0.597 -7.314
O -0.494 -0.338 -5.910
C -1.648 -0.808 -5.267
O -1.926 -0.543 -4.143
O -2.476 -1.291 -6.169
H -3.320 -1.719 -8.939
H -2.212 -0.311 -9.244
H -3.584 -0.155 -8.140
H -1.659 -2.375 -7.675
H -0.492 0.314 -7.915
H 0.243 -1.256 -7.730
C -6.865 -2.706 1.731
C -6.277 -4.123 1.929
C -5.939 -4.956 0.639
O -4.563 -5.211 0.671
C -4.025 -4.572 1.712
O -2.886 -4.658 2.035
O -4.940 -3.902 2.441
H -6.552 -1.974 2.475
H -7.947 -2.802 1.872
H -6.677 -2.217 0.776
H -6.767 -4.814 2.615
H -6.189 -4.341 -0.227
H -6.553 -5.853 0.717
C 2.519 -4.627 -6.079
C 2.801 -3.646 -4.956
C 2.268 -2.236 -5.285
O 1.418 -1.914 -4.214
C 1.295 -2.977 -3.373
O 0.715 -2.907 -2.349
O 1.983 -4.039 -3.856
H 3.057 -5.544 -5.835
H 2.906 -4.279 -7.040
H 1.448 -4.778 -6.203
H 3.841 -3.611 -4.637
H 1.722 -2.158 -6.233
H 3.021 -1.449 -5.366
C 3.267 -4.382 8.345
C 2.056 -4.291 7.425
C 1.505 -2.895 7.361
O 1.003 -2.775 6.060
C 1.798 -3.552 5.263
O 1.797 -3.536 4.085
O 2.536 -4.366 6.065
H 3.577 -5.416 8.504
H 3.069 -3.997 9.348
H 4.091 -3.819 7.911
H 1.321 -5.061 7.661
H 2.232 -2.125 7.632
H 0.674 -2.799 8.066
```

These are the Mulliken partial charges, in e, on atoms 1 to 6: number 1, C, carries -0.662; number 2, C, carries 2.559; number 3, C, carries -0.985; number 4, C, carries 0.283; number 5, C, carries -2.199; number 6, C, carries 2.655



3.
Entry from OMol25: a molecular structure, C6H14BiO3 at a distorted geometry (wB97M-V/def2-TZVPD).

## Properties
Electronic energy   -18408.0395 eV
<S²>   0.753
Spin multiplicity   2
HOMO level (spin up / spin down)   -16.7 / -18.7 eV
Energy above the lowest of the compared OMol25 structures with the same formula, charge and spin   0.0 kcal/mol
Net charge   +2

```
24
C6H14BiO3, DFT wB97M-V/def2-TZVPD
H 6.003 -0.679 0.753
C 5.144 -0.637 0.058
H 5.549 -0.813 -0.959
O 4.471 0.580 0.134
C 4.224 -1.804 0.413
H 4.659 -2.779 0.152
H 3.968 -1.790 1.485
O 3.018 -1.597 -0.337
C 1.888 -2.380 0.004
H 1.756 -2.388 1.097
O 0.734 -0.315 -0.458
C 0.709 -1.710 -0.672
H 0.714 -1.878 -1.767
C -2.195 0.754 -0.374
H -0.433 0.154 -0.413
H -2.153 1.399 -1.261
H -0.237 -2.142 -0.317
H -2.123 1.455 0.467
Bi 2.659 0.453 -0.381
H 2.003 -3.414 -0.349
C -3.414 -0.120 -0.316
H -3.477 -0.788 -1.186
H -3.433 -0.725 0.602
H -4.335 0.490 -0.311
```

These are the Mulliken partial charges, in e, on atoms 1 to 6: number 1, H, carries 0.383; number 2, C, carries -0.343; number 3, H, carries 0.338; number 4, O, carries -0.575; number 5, C, carries -0.469; number 6, H, carries 0.384



4.
Entry from OMol25: C5H8O in the gas phase (wB97M-V/def2-TZVPD).

## Properties
Electronic energy   -7358.5977 eV
HOMO level   -8.8 eV
Energy above the lowest of the compared OMol25 structures with the same formula, charge and spin   84.3 kcal/mol

```
14
C5H8O, DFT wB97M-V/def2-TZVPD
C 1.878 -0.502 0.488
C 0.857 0.525 0.708
C -0.734 0.273 -1.334
C -1.509 0.328 -0.016
C -0.481 0.156 1.087
O -0.687 -0.156 2.254
H 2.792 -0.128 0.016
H 2.122 -0.709 1.548
H 1.561 -1.459 0.047
H 0.218 0.820 -1.205
H -1.238 0.758 -2.169
H -0.492 -0.757 -1.612
H -2.007 1.296 0.115
H -2.279 -0.445 0.073
```

These are the Mulliken partial charges, in e, on atoms 1 to 6: number 1, C, carries -0.791; number 2, C, carries -0.322; number 3, C, carries -1.127; number 4, C, carries -0.212; number 5, C, carries 0.616; number 6, O, carries -0.613



5.
Entry from OMol25: Cl2H2NO2P in the gas phase at a distorted geometry (wB97M-V/def2-TZVPD).

## Properties
Electronic energy   -39951.0061 eV
HOMO level   -9.6 eV
SMILES string   NOP(=O)(Cl)Cl
Energy above the lowest of the compared OMol25 structures with the same formula, charge and spin   27.8 kcal/mol

```
8
Cl2H2NO2P, DFT wB97M-V/def2-TZVPD
N -0.176 0.190 -0.456
O -1.284 -0.515 -1.008
P -2.747 -0.060 0.294
O -2.061 0.027 1.610
Cl -3.918 -1.527 -0.184
Cl -3.630 1.586 -0.417
H 0.365 -0.496 0.061
H 0.349 0.457 -1.274
```

These are the Mulliken partial charges, in e, on atoms 1 to 6: number 1, N, carries -0.399; number 2, O, carries -0.348; number 3, P, carries 1.022; number 4, O, carries -0.493; number 5, Cl, carries -0.114; number 6, Cl, carries -0.145